{"formula": "C24H27N2O2", "method": "ωB97M-V with the def2-TZVPD basis set", "species": ["C", "H", "H", "H", "C", "N", "C", "C", "C", "C", "C", "C", "C", "C", "C", "C", "C", "C", "H", "H", "H", "H", "H", "C", "H", "H", "N", "H", "H", "C", "C", "C", "C", "C", "C", "C", "O", "C", "H", "H", "H", "H", "O", "C", "H", "H", "H", "H", "H", "H", "H", "H", "H", "H", "H"], "positions_angstrom": [[-1.78, 5.73, 0.33], [-2.36, 6.34, 1.02], [-1.42, 6.36, -0.48], [-2.44, 4.97, -0.09], [-0.61, 5.08, 1.07], [0.18, 4.27, 0.18], [-0.03, 2.95, -0.10], [-0.98, 2.07, 0.41], [-0.97, 0.77, -0.04], [-0.06, 0.33, -1.00], [0.89, 1.21, -1.52], [0.91, 2.52, -1.07], [1.71, 3.66, -1.39], [2.78, 3.87, -2.26], [3.33, 5.13, -2.33], [2.84, 6.17, -1.55], [1.79, 5.99, -0.68], [1.22, 4.72, -0.60], [1.42, 6.81, -0.09], [3.30, 7.15, -1.63], [4.16, 5.31, -3.00], [3.15, 3.06, -2.87], [1.59, 0.88, -2.28], [-0.06, -1.10, -1.44], [-0.94, -1.62, -1.07], [-0.03, -1.18, -2.53], [1.15, -1.81, -0.90], [1.98, -1.30, -1.22], [1.17, -2.79, -1.23], [1.16, -1.90, 0.58], [0.04, -2.80, 1.05], [-0.86, -2.37, 2.02], [-1.86, -3.20, 2.48], [-1.98, -4.50, 1.97], [-1.08, -4.94, 0.99], [-0.08, -4.09, 0.54], [0.82, -4.43, -0.45], [0.84, -5.76, -0.93], [-0.09, -6.00, -1.46], [1.00, -6.48, -0.12], [1.68, -5.81, -1.62], [-1.17, -5.93, 0.59], [-2.97, -5.24, 2.48], [-3.15, -6.57, 2.04], [-4.00, -6.95, 2.61], [-2.27, -7.19, 2.26], [-3.39, -6.62, 0.97], [-2.55, -2.88, 3.23], [-0.77, -1.38, 2.43], [2.12, -2.32, 0.88], [1.04, -0.90, 1.00], [-1.70, 0.07, 0.34], [-1.71, 2.39, 1.14], [0.03, 5.85, 1.50], [-0.98, 4.45, 1.88]], "lowdin_charge": [-0.06, 0.08, 0.08, 0.08, -0.18, -0.01, -0.15, 0.02, -0.04, -0.25, 0.03, -0.08, -0.11, -0.02, -0.08, -0.07, 0.00, -0.15, 0.11, 0.11, 0.10, 0.11, 0.12, -0.08, 0.14, 0.14, 0.06, 0.18, 0.15, -0.06, -0.17, -0.02, 0.02, -0.26, 0.06, -0.21, -0.13, -0.05, 0.10, 0.11, 0.10, 0.10, -0.06, -0.06, 0.10, 0.10, 0.10, 0.13, 0.12, 0.15, 0.13, 0.11, 0.11, 0.12, 0.12], "smiles": "CCn1c2ccccc2c2cc(C[NH2+]Cc3ccc(OC)cc3OC)ccc21", "de_lowest_kj_mol": 27.0, "largest_force_ev_per_a": 0.77, "total_charge": 1, "total_energy_ha": -1190.53842}